1.
{"formula": "C29H39CrN4O5", "method": "ωB97M-V/def2-TZVPD", "spin_multiplicity": 2, "gap_ev": [8.673, 8.487], "total_charge": 0, "e_above_lowest_kj_mol": 6.5, "species": ["Cr", "O", "C", "C", "N", "C", "C", "O", "O", "C", "C", "O", "O", "H", "H", "H", "H", "H", "H", "H", "H", "H", "C", "C", "C", "C", "C", "C", "C", "C", "N", "C", "C", "C", "C", "C", "C", "C", "C", "C", "C", "H", "H", "H", "H", "H", "H", "H", "H", "H", "H", "H", "H", "H", "H", "H", "H", "H", "H", "H", "H", "H", "H", "H", "H", "N", "C", "C", "C", "N", "C", "C", "H", "H", "H", "H", "H", "H"], "coordinates": [[-0.7219, -1.3908, -0.1548], [-1.6703, 0.2939, -3.2418], [-3.0643, 0.1422, -3.0319], [-3.4196, 0.0314, -1.5604], [-2.8851, -1.1470, -0.8256], [-3.0127, -2.3662, -1.6539], [-1.7793, -2.4997, -2.5376], [-1.8490, -2.7326, -3.7305], [-0.6897, -2.3176, -1.8655], [-3.6851, -1.3358, 0.3970], [-2.9409, -2.1387, 1.4584], [-3.5334, -2.5560, 2.4263], [-1.6579, -2.2808, 1.2470], [-1.3704, -0.4422, -3.7905], [-3.4384, -0.7213, -3.5847], [-3.5867, 1.0238, -3.4154], [-4.5170, 0.0107, -1.5029], [-3.0849, 0.9279, -1.0399], [-3.9387, -2.3702, -2.2326], [-3.0199, -3.2311, -0.9870], [-4.6398, -1.8242, 0.1810], [-3.9199, -0.3679, 0.8376], [4.9375, -0.1983, 0.4490], [3.6419, -0.0789, -0.3084], [3.6200, -0.2004, -1.7033], [2.4379, -0.1109, -2.4166], [2.3915, -0.2803, -3.9106], [1.2541, 0.1299, -1.7147], [1.2435, 0.2239, -0.3313], [2.4540, 0.1227, 0.3668], [-0.0222, 0.2432, 0.3358], [-0.4603, 1.5254, 0.9007], [-0.6556, 2.5793, -0.2017], [-1.1701, 3.8915, 0.3995], [-2.5013, 3.6412, 1.1144], [-2.2976, 2.6156, 2.2342], [-1.2753, 3.1482, 3.2394], [0.0542, 3.3907, 2.5211], [-0.1453, 4.4214, 1.4065], [0.5575, 2.0769, 1.9148], [-1.7821, 1.3077, 1.6290], [5.6780, -0.7579, -0.1234], [4.7853, -0.7057, 1.4028], [5.3613, 0.7852, 0.6632], [4.5483, -0.3887, -2.2333], [3.3741, -0.5182, -4.3173], [2.0347, 0.6312, -4.3930], [1.7054, -1.0861, -4.1796], [0.3080, 0.2051, -2.2387], [2.4399, 0.1476, 1.4496], [-1.3556, 2.1915, -0.9497], [0.2950, 2.7458, -0.7175], [-1.3115, 4.6235, -0.4002], [-3.2469, 3.2741, 0.4008], [-2.8860, 4.5778, 1.5293], [-3.2482, 2.4247, 2.7400], [-1.1380, 2.4278, 4.0515], [-1.6385, 4.0781, 3.6874], [0.7956, 3.7622, 3.2339], [0.8062, 4.6158, 0.9020], [-0.4881, 5.3703, 1.8303], [0.7170, 1.3312, 2.7016], [1.5147, 2.2475, 1.4179], [-2.5118, 0.9353, 0.9134], [-1.6530, 0.5403, 2.3987], [4.4758, -4.3540, 1.5832], [3.3109, -3.7536, 1.1941], [2.9788, -3.6176, -0.1570], [1.7916, -3.0172, -0.5011], [0.9167, -2.5566, 0.4033], [1.2160, -2.7125, 1.6980], [2.3840, -3.2900, 2.1349], [5.2050, -4.4743, 0.9030], [4.7794, -4.2439, 2.5344], [3.6480, -3.9673, -0.9324], [1.5090, -2.8833, -1.5366], [0.4688, -2.3546, 2.3943], [2.5728, -3.3905, 3.1957]], "lowdin_spin": [0.962, 0.000, 0.000, 0.003, 0.004, 0.000, 0.002, 0.002, -0.002, 0.000, 0.003, 0.003, 0.001, 0.000, 0.000, 0.000, 0.000, 0.000, 0.000, 0.000, 0.000, 0.000, 0.000, 0.000, -0.002, 0.000, 0.000, -0.002, 0.006, -0.001, 0.006, 0.008, 0.001, 0.001, 0.000, 0.000, 0.000, 0.000, 0.000, -0.001, 0.001, 0.000, 0.000, 0.000, 0.000, 0.000, 0.000, 0.000, 0.000, 0.000, 0.000, 0.000, 0.000, 0.000, 0.000, 0.000, 0.000, 0.000, 0.000, 0.000, 0.000, 0.000, 0.000, 0.001, 0.000, 0.001, 0.001, 0.000, 0.001, -0.002, 0.001, 0.000, 0.000, 0.000, 0.000, 0.000, 0.000, 0.000]}

=====

2.
{"formula": "C4H9N2Se", "method": "ωB97M-V/def2-TZVPD", "gap_ev": 9.005, "total_charge": 1, "e_above_lowest_kj_mol": 129.2, "species": ["C", "N", "C", "C", "N", "C", "Se", "H", "H", "H", "H", "H", "H", "H", "H", "H"], "coordinates": [[1.2535, 1.3850, 1.7444], [0.3267, 0.7159, 0.8163], [0.9750, -0.4645, 0.2492], [0.3491, -0.9947, -0.9941], [-0.6753, -0.6084, -1.5796], [-1.7636, -0.0828, -1.9091], [-3.4558, -0.6944, -1.6422], [2.2257, 1.4300, 1.3098], [0.8750, 2.3479, 1.8757], [1.4226, 0.9925, 2.7313], [-0.4101, 0.3111, 1.3459], [0.6060, -1.2384, 0.9247], [2.0565, -0.5037, 0.2875], [0.8020, -1.7300, -1.5866], [-1.7112, 0.8762, -2.5748], [-2.8759, -1.7417, -0.9984]], "nbo_charge": [-0.424, -0.596, -0.305, 0.261, -0.323, -0.039, 0.386, 0.199, 0.219, 0.195, 0.356, 0.237, 0.261, 0.230, 0.275, 0.069]}

=====

3.
{"formula": "C4H5NO2", "method": "ωB97M-V/def2-TZVPD", "gap_ev": 8.613, "total_charge": 0, "e_above_lowest_kj_mol": 137.6, "species": ["N", "C", "C", "C", "O", "C", "O", "H", "H", "H", "H", "H"], "coordinates": [[-2.2143, -0.4766, -0.2798], [-0.8783, -0.0823, -0.3466], [0.3014, -0.7629, -0.4011], [1.2787, 0.1928, 0.0585], [2.5717, -0.0584, 0.3989], [0.6550, 1.3853, 0.1958], [-0.6810, 1.2179, -0.0783], [-2.7445, 0.3323, 0.0358], [-2.2977, -1.1964, 0.4325], [0.4722, -1.7757, -0.7459], [2.6320, -0.9915, 0.6385], [0.9067, 2.3372, 0.6267]], "nbo_charge": [-0.816, 0.481, -0.450, 0.231, -0.664, -0.038, -0.429, 0.383, 0.381, 0.232, 0.480, 0.209]}

=====

4.
{"formula": "C45H38N7OSSr", "method": "ωB97M-V/def2-TZVPD", "gap_ev": 6.883, "total_charge": -1, "species": ["Sr", "C", "C", "N", "N", "C", "O", "C", "C", "C", "C", "C", "C", "C", "C", "C", "C", "C", "N", "H", "H", "H", "H", "H", "H", "H", "H", "H", "H", "H", "H", "C", "N", "C", "C", "C", "C", "C", "N", "C", "C", "C", "C", "C", "C", "H", "H", "H", "H", "H", "H", "H", "H", "H", "H", "H", "S", "C", "C", "C", "C", "C", "C", "N", "C", "C", "C", "C", "C", "C", "C", "H", "H", "H", "H", "H", "H", "H", "H", "N", "C", "C", "C", "C", "C", "C", "H", "H", "H", "H", "H", "H", "H"], "coordinates": [[0.2430, 1.5341, 0.1130], [-0.7486, -2.2596, -2.8197], [-0.8679, -1.1338, -1.8305], [0.1354, -0.5999, -1.2429], [1.3895, -1.0500, -1.4941], [2.3154, -0.1437, -1.2053], [2.1292, 1.0788, -0.9474], [3.7339, -0.6220, -1.2489], [4.2245, -1.4909, -2.2137], [5.5686, -1.8386, -2.2135], [6.4208, -1.3366, -1.2411], [5.9307, -0.4795, -0.2634], [4.5952, -0.1144, -0.2759], [-2.1875, -0.5568, -1.5273], [-3.2907, -0.8159, -2.3476], [-4.5113, -0.2447, -2.0447], [-4.6158, 0.5839, -0.9375], [-3.4687, 0.8068, -0.1944], [-2.2949, 0.2551, -0.4659], [0.2076, -2.7560, -2.6631], [-0.7726, -1.8827, -3.8454], [-1.5590, -2.9774, -2.6844], [3.5514, -1.8923, -2.9609], [5.9597, -2.5056, -2.9722], [7.4707, -1.6044, -1.2497], [6.5946, -0.0915, 0.4994], [4.1903, 0.5711, 0.4584], [-3.1851, -1.4402, -3.2235], [-5.3743, -0.4398, -2.6692], [-5.5506, 1.0539, -0.6660], [-3.4819, 1.4853, 0.6532], [2.0848, -1.3575, 2.5339], [1.5308, -0.0073, 2.3840], [2.0307, 0.8918, 3.1595], [1.7588, 2.2839, 3.0855], [2.2545, 3.2808, 3.9450], [1.7976, 4.4931, 3.4358], [1.0576, 4.1699, 2.2883], [1.0272, 2.8488, 2.0707], [1.8869, -1.9984, 3.8920], [0.6120, -2.2618, 4.3881], [0.4471, -2.8751, 5.6198], [1.5515, -3.2336, 6.3817], [2.8239, -2.9657, 5.9030], [2.9862, -2.3528, 4.6672], [3.1615, -1.3392, 2.3270], [1.6327, -1.9880, 1.7641], [2.7495, 0.6054, 3.9401], [2.8672, 3.1224, 4.8215], [1.9779, 5.4806, 3.8335], [0.5552, 4.8557, 1.6188], [-0.2582, -1.9773, 3.8125], [-0.5523, -3.0753, 5.9874], [1.4212, -3.7249, 7.3382], [3.6935, -3.2305, 6.4926], [3.9861, -2.1518, 4.2983], [-2.3868, 2.7811, -4.3695], [-1.2306, 1.6707, -5.0269], [-1.1784, 1.1088, -6.2957], [-0.1362, 0.2453, -6.5887], [0.8410, -0.0377, -5.6329], [0.7988, 0.5329, -4.3750], [-0.2504, 1.3919, -4.0534], [-0.4314, 2.0315, -2.8494], [-1.4605, 2.8055, -2.8337], [-1.9176, 3.6342, -1.7211], [-2.7906, 4.6979, -2.0016], [-3.2704, 5.4969, -0.9844], [-2.8881, 5.2126, 0.3225], [-2.0243, 4.1554, 0.5781], [-1.4788, 3.3204, -0.4150], [-1.9239, 1.3523, -7.0423], [-0.0728, -0.2040, -7.5720], [1.6425, -0.7243, -5.8774], [1.5596, 0.3248, -3.6364], [-3.0738, 4.9106, -3.0287], [-3.9241, 6.3338, -1.1996], [-3.2585, 5.8271, 1.1378], [-1.7530, 3.9720, 1.6173], [-1.8941, -0.8430, 2.4225], [-2.3638, -1.9388, 1.7225], [-1.4686, -2.7594, 1.0271], [-1.9149, -3.8929, 0.3738], [-3.2619, -4.2352, 0.3895], [-4.1556, -3.4220, 1.0719], [-3.7168, -2.2866, 1.7331], [-2.5718, -0.1448, 2.6784], [-1.0192, -0.4562, 2.0991], [-0.4204, -2.4825, 0.9986], [-1.2006, -4.5126, -0.1550], [-3.6071, -5.1215, -0.1273], [-5.2090, -3.6747, 1.0882], [-4.4236, -1.6553, 2.2613]], "nbo_charge": [1.779, -0.711, 0.292, -0.341, -0.503, 0.590, -0.814, -0.113, -0.133, -0.243, -0.222, -0.222, -0.177, 0.153, -0.251, -0.177, -0.218, 0.045, -0.467, 0.252, 0.232, 0.214, 0.212, 0.202, 0.202, 0.207, 0.234, 0.220, 0.209, 0.208, 0.203, -0.283, -0.578, 0.154, -0.055, -0.262, -0.365, -0.045, -0.625, 0.067, -0.230, -0.215, -0.218, -0.226, -0.238, 0.188, 0.203, 0.151, 0.197, 0.199, 0.194, 0.232, 0.207, 0.201, 0.203, 0.204, 0.307, -0.219, -0.230, -0.227, -0.246, -0.147, 0.089, -0.481, 0.190, -0.214, -0.195, -0.264, -0.238, -0.206, -0.465, 0.211, 0.205, 0.210, 0.230, 0.194, 0.197, 0.193, 0.182, -0.807, 0.175, -0.279, -0.181, -0.279, -0.205, -0.237, 0.381, 0.398, 0.221, 0.210, 0.204, 0.203, 0.197]}

=====

5.
{"formula": "C22H23NO3S", "method": "ωB97M-V/def2-TZVPD", "gap_ev": 8.698, "total_charge": 0, "e_above_lowest_kj_mol": 89.3, "species": ["C", "C", "C", "C", "C", "S", "O", "O", "N", "C", "C", "C", "C", "C", "O", "C", "C", "C", "C", "C", "C", "C", "C", "C", "C", "C", "C", "H", "H", "H", "H", "H", "H", "H", "H", "H", "H", "H", "H", "H", "H", "H", "H", "H", "H", "H", "H", "H", "H", "H"], "coordinates": [[-6.3288, -2.1173, -1.0700], [-5.1874, -1.1978, -0.7649], [-5.1688, -0.4492, 0.4077], [-4.1235, 0.4172, 0.6760], [-3.0890, 0.5301, -0.2315], [-1.7674, 1.6859, 0.1106], [-0.7407, 1.5298, -0.8818], [-2.3560, 2.9829, 0.2807], [-1.2027, 1.1850, 1.6289], [-1.1357, 2.2125, 2.6438], [-0.1674, 0.2366, 1.5384], [1.1168, 0.4604, 2.0173], [2.1256, -0.4568, 1.7875], [1.8711, -1.6154, 1.0632], [2.8241, -2.5168, 0.6844], [4.1552, -2.0472, 0.5634], [4.2721, -0.7388, -0.1839], [5.3073, 0.1417, 0.1041], [5.3720, 1.3635, -0.5400], [4.3911, 1.7296, -1.4460], [3.3507, 0.8618, -1.7484], [2.2506, 1.2463, -2.6863], [3.3231, -0.3814, -1.1293], [0.5632, -1.8816, 0.6598], [-0.4409, -0.9688, 0.8961], [-3.0869, -0.1997, -1.4048], [-4.1354, -1.0631, -1.6669], [-7.0077, -1.6408, -1.7775], [-6.8893, -2.3570, -0.1704], [-5.9715, -3.0397, -1.5222], [-5.9803, -0.5449, 1.1140], [-4.0992, 1.0061, 1.5787], [-0.3047, 2.9081, 2.4928], [-1.0450, 1.7382, 3.6210], [-2.0623, 2.7788, 2.5900], [1.3526, 1.3676, 2.5502], [3.1184, -0.2387, 2.1474], [4.6234, -1.9551, 1.5541], [4.6734, -2.8461, 0.0204], [6.0568, -0.1285, 0.8350], [6.1811, 2.0443, -0.3181], [4.4327, 2.7007, -1.9179], [1.3224, 1.3828, -2.1281], [2.0825, 0.4622, -3.4227], [2.4832, 2.1731, -3.2047], [2.5252, -1.0668, -1.3737], [0.3615, -2.8015, 0.1335], [-1.4444, -1.1717, 0.5579], [-2.2593, -0.0823, -2.0863], [-4.1419, -1.6383, -2.5811]], "nbo_charge": [-0.631, 0.013, -0.234, -0.110, -0.363, 2.313, -0.938, -0.934, -0.677, -0.413, 0.098, -0.215, -0.274, 0.303, -0.498, -0.085, -0.051, -0.191, -0.212, -0.225, 0.018, -0.641, -0.221, -0.264, -0.155, -0.173, -0.217, 0.227, 0.218, 0.222, 0.215, 0.220, 0.190, 0.211, 0.235, 0.217, 0.224, 0.177, 0.209, 0.200, 0.210, 0.209, 0.252, 0.214, 0.211, 0.218, 0.224, 0.213, 0.244, 0.216]}

=====

6.
{"formula": "C9H21Br4Cl2NO", "method": "ωB97M-V/def2-TZVPD", "gap_ev": 10.212, "total_charge": 0, "e_above_lowest_kj_mol": 0.0, "species": ["C", "O", "C", "C", "C", "N", "H", "H", "H", "H", "H", "H", "H", "H", "H", "H", "H", "Br", "C", "C", "Br", "H", "H", "H", "H", "Br", "C", "C", "Br", "H", "H", "H", "H", "Cl", "C", "Cl", "H", "H"], "coordinates": [[-5.1841, 0.3966, -1.0774], [-4.1437, 0.9121, -1.8920], [-2.9092, 0.2497, -1.7225], [-2.3211, 0.5140, -0.3431], [-2.1673, 1.9983, 0.0352], [-0.9242, -0.0371, -0.2842], [-4.9661, 0.6791, -0.0435], [-5.3788, -0.6770, -1.1107], [-6.0826, 0.9420, -1.3569], [-3.0950, -0.8278, -1.7946], [-2.1615, 0.5513, -2.4583], [-2.8489, 0.0194, 0.4756], [-1.8690, 2.1312, 1.0725], [-3.0587, 2.6148, -0.1355], [-1.4560, 2.4582, -0.6573], [-0.4641, 0.5584, -0.9674], [-0.5283, 0.1657, 0.6225], [6.1206, 2.4248, 1.9135], [4.1504, 2.2945, 1.7032], [3.4635, 2.8105, 2.9542], [1.5728, 2.4823, 2.7712], [3.8218, 1.2760, 1.5196], [3.9422, 2.9438, 0.8592], [3.7062, 3.8615, 3.0999], [3.8176, 2.3064, 3.8504], [-0.7290, -4.1315, -3.1838], [0.1309, -2.5025, -2.6067], [0.9944, -2.6689, -1.3851], [2.5210, -3.8953, -1.7338], [-0.6083, -1.7220, -2.4273], [0.6922, -2.0954, -3.4484], [0.4099, -3.1937, -0.6357], [1.4550, -1.7608, -1.0201], [1.4037, -1.2951, 1.6979], [2.8128, -2.3802, 1.8648], [4.2351, -1.4155, 2.2981], [2.6171, -3.1225, 2.6301], [3.0285, -2.8651, 0.9164]], "nbo_charge": [-0.256, -0.534, -0.068, -0.081, -0.632, -0.834, 0.164, 0.174, 0.198, 0.177, 0.183, 0.190, 0.211, 0.219, 0.197, 0.339, 0.360, -0.031, -0.424, -0.460, 0.001, 0.233, 0.222, 0.226, 0.229, 0.009, -0.477, -0.412, -0.059, 0.244, 0.222, 0.229, 0.239, -0.045, -0.386, -0.030, 0.226, 0.236]}